Record 1
# C22H73O27P5

A 12-piece molecular cluster, C22H73O27P5 overall in a non-equilibrium geometry (ωB97M-V/def2-TZVPD, the Open Molecules 2025 dataset).

Output
- energy above the lowest of the compared OMol25 structures with the same formula, charge and spin (kJ/mol) = 115.6
- net charge = 0
- orbital gap (Eh) = 0.35686
- SMILES = COP(=O)(OC)OC.COP(=O)(OC)OC.COP(=O)(OC)OC.COP(=O)(OC)OC.COP(=O)(OC)OC.CO.CO.CO.CO.CO.CO.CO

```
127
Properties=species:S:1:pos:R:3:lowdin_charge:R:1
C -9.061 11.867 -0.820 -0.09
O -9.046 13.287 -1.259 -0.15
H -9.937 11.701 -0.194 0.05
H -9.143 11.216 -1.691 0.08
H -8.172 11.659 -0.224 0.06
H -8.772 13.842 -0.525 0.00
C -8.958 10.006 3.738 -0.14
O -9.580 10.327 2.525 -0.13
H -9.603 9.285 4.240 0.05
H -8.009 9.498 3.568 0.08
H -8.917 10.861 4.413 0.08
H -10.313 10.942 2.608 0.02
C -4.799 9.122 6.033 -0.14
O -5.519 9.318 4.813 -0.16
H -3.850 8.606 5.886 0.09
H -4.654 10.060 6.569 0.07
H -5.492 8.545 6.645 0.05
H -4.969 9.688 4.118 -0.01
C -12.431 10.052 5.577 -0.17
O -13.389 10.068 6.609 -0.09
H -11.742 9.226 5.753 0.05
H -12.763 9.787 4.573 0.07
H -11.794 10.934 5.520 0.07
H -13.781 10.936 6.730 0.07
C -6.921 8.638 0.716 -0.16
O -8.269 8.866 0.500 -0.11
H -6.525 7.733 0.254 0.06
H -6.343 9.514 0.422 0.07
H -6.742 8.410 1.766 0.07
H -8.658 9.269 1.280 0.02
C -10.063 6.565 3.066 -0.13
O -10.878 5.456 3.495 -0.12
H -10.054 6.687 1.983 0.08
H -10.353 7.490 3.565 0.05
H -9.043 6.449 3.431 0.06
H -10.479 4.650 3.160 0.07
C -9.448 14.528 1.949 -0.12
O -8.531 14.961 0.934 -0.13
H -9.232 13.576 2.435 0.06
H -9.468 15.278 2.739 0.09
H -10.400 14.431 1.427 0.07
H -7.914 15.578 1.334 0.09
C -6.417 12.638 3.831 -0.09
O -5.074 12.900 3.403 -0.22
P -4.351 11.857 2.342 0.54
O -4.443 10.418 2.736 -0.23
O -2.894 12.514 2.209 -0.21
C -1.955 12.029 1.302 -0.11
O -5.136 12.196 0.947 -0.23
C -4.960 13.437 0.340 -0.12
H -6.388 12.835 4.903 0.09
H -6.733 11.597 3.764 0.06
H -7.189 13.264 3.385 0.07
H -1.763 12.845 0.605 0.09
H -2.351 11.176 0.751 0.09
H -1.004 11.708 1.726 0.10
H -4.476 14.196 0.954 0.09
H -5.960 13.842 0.188 0.08
H -4.372 13.235 -0.555 0.10
C -16.222 10.599 -2.973 -0.15
O -15.134 10.781 -2.133 -0.21
P -15.005 9.866 -0.767 0.51
O -16.039 10.102 0.263 -0.23
O -15.005 8.380 -1.434 -0.22
C -15.123 7.219 -0.703 -0.14
O -13.435 10.083 -0.388 -0.23
C -12.969 9.485 0.806 -0.11
H -17.122 10.293 -2.439 0.09
H -16.137 9.883 -3.791 0.09
H -16.514 11.551 -3.417 0.09
H -14.224 6.628 -0.883 0.09
H -15.894 6.669 -1.242 0.09
H -15.230 7.204 0.382 0.10
H -12.429 10.173 1.457 0.06
H -12.379 8.601 0.563 0.10
H -13.790 9.144 1.437 0.08
C -15.699 12.649 2.142 -0.11
O -14.430 12.072 2.368 -0.21
P -13.073 12.915 2.590 0.49
O -11.821 12.095 2.721 -0.25
O -13.460 13.926 3.805 -0.20
C -12.444 14.555 4.535 -0.12
O -13.045 13.862 1.305 -0.22
C -12.782 13.314 0.040 -0.09
H -15.869 12.513 1.074 0.07
H -15.814 13.698 2.414 0.09
H -16.546 12.118 2.577 0.10
H -12.677 15.620 4.560 0.10
H -11.408 14.354 4.264 0.08
H -12.524 14.236 5.575 0.09
H -11.891 13.844 -0.298 0.09
H -13.596 13.483 -0.665 0.10
H -12.540 12.251 0.017 0.07
C -6.024 6.230 4.188 -0.10
O -6.162 4.939 3.588 -0.23
P -5.130 4.389 2.428 0.53
O -3.694 4.614 2.784 -0.26
O -5.620 2.843 2.114 -0.22
C -5.498 1.791 3.057 -0.12
O -5.650 5.166 1.077 -0.22
C -4.901 5.161 -0.064 -0.17
H -5.256 6.863 3.742 0.08
H -5.772 6.127 5.243 0.07
H -6.951 6.804 4.178 0.07
H -6.479 1.397 3.323 0.09
H -5.017 2.045 4.002 0.09
H -4.959 0.937 2.647 0.09
H -4.597 6.163 -0.365 0.09
H -5.409 4.642 -0.877 0.10
H -3.908 4.724 0.047 0.08
C -10.569 6.759 7.171 -0.11
O -9.372 6.469 7.856 -0.21
P -8.592 7.624 8.654 0.50
O -9.351 8.473 9.654 -0.26
O -7.263 6.841 9.162 -0.22
C -6.392 6.143 8.262 -0.09
O -8.028 8.508 7.391 -0.24
C -8.177 9.937 7.383 -0.09
H -11.401 6.057 7.221 0.10
H -10.312 6.752 6.111 0.07
H -11.081 7.708 7.331 0.08
H -5.431 6.634 8.114 0.08
H -6.950 6.037 7.332 0.07
H -6.209 5.180 8.741 0.09
H -8.428 10.402 8.337 0.08
H -8.921 10.260 6.655 0.07
H -7.195 10.341 7.138 0.07
```


Record 2
# C22H76B3N31O20Si

C22H76B3N31O20Si as an isolated structure in a non-equilibrium geometry (ωB97M-V/def2-TZVPD, the Open Molecules 2025 dataset).

Output
- net charge = 0
- orbital gap (Eh) = 0.30517

```
153
Properties=species:S:1:pos:R:3:lowdin_charge:R:1
C 4.324 -1.867 -4.431 0.00
C 3.147 -2.259 -4.913 -0.18
C 2.705 -1.957 -6.347 -0.06
B 1.374 -1.101 -6.378 -0.51
O 0.129 -1.629 -5.996 0.28
B -0.765 -0.678 -5.530 -0.48
C -2.307 -1.056 -5.305 -0.04
O -3.003 0.027 -4.630 -0.11
N -3.392 -0.376 -3.355 -0.01
O -4.478 0.008 -3.118 0.05
O -0.407 0.632 -5.234 0.26
B 0.853 1.004 -5.734 -0.44
Si 1.952 2.531 -5.062 0.63
C 2.454 3.534 -6.595 -0.19
C 3.421 1.788 -4.116 -0.17
C 1.002 3.668 -3.894 -0.18
O 1.372 0.229 -6.817 0.22
H 5.152 -1.509 -5.037 0.06
H 4.476 -1.934 -3.355 0.06
H 2.445 -2.812 -4.283 0.07
H 2.565 -2.910 -6.883 0.11
H 3.515 -1.414 -6.849 0.11
H -2.825 -1.169 -6.265 0.13
H -2.384 -1.965 -4.695 0.11
H 1.547 4.049 -6.943 0.03
H 3.197 4.303 -6.367 0.03
H 2.761 2.864 -7.407 0.02
H 3.680 2.461 -3.291 0.02
H 3.098 0.823 -3.706 0.02
H 4.291 1.561 -4.743 0.03
H 1.406 3.524 -2.883 0.00
H -0.075 3.494 -3.869 0.02
H 1.191 4.704 -4.196 0.03
C -7.520 0.417 -5.905 -0.69
O -8.065 1.005 -6.825 0.01
N -6.259 0.713 -5.482 0.16
N -8.138 -0.593 -5.217 0.14
H -5.795 0.242 -4.726 0.04
H -5.776 1.448 -5.963 0.10
H -9.067 -0.839 -5.501 0.10
H -7.712 -1.089 -4.458 0.09
C 2.556 2.883 0.161 -0.67
O 2.113 3.350 -0.882 0.00
N 3.683 3.354 0.771 0.15
N 1.968 1.850 0.818 0.17
H 4.050 2.965 1.636 0.03
H 4.159 4.118 0.330 0.10
H 1.128 1.445 0.429 0.07
H 2.334 1.474 1.671 0.09
C -0.665 -0.670 1.762 -0.68
O -0.454 -0.087 0.704 -0.01
N -0.152 -1.906 2.030 0.15
N -1.407 -0.128 2.761 0.16
H -0.298 -2.391 2.899 0.06
H 0.407 -2.333 1.316 0.10
H -1.810 0.776 2.608 0.10
H -1.568 -0.583 3.640 0.06
C 1.930 -5.303 -2.591 -0.67
O 2.196 -4.114 -2.674 0.02
N 1.830 -5.952 -1.396 0.16
N 1.711 -6.085 -3.688 0.16
H 1.616 -6.929 -1.312 0.10
H 1.985 -5.411 -0.567 0.10
H 1.779 -5.642 -4.585 0.10
H 1.494 -7.066 -3.638 0.07
C 0.636 -1.475 5.775 -0.65
O 0.401 -2.271 4.876 0.01
N -0.324 -0.983 6.599 0.17
N 1.901 -1.000 6.016 0.15
H -0.138 -0.326 7.338 0.05
H -1.271 -1.300 6.446 0.08
H 2.637 -1.330 5.419 0.10
H 2.115 -0.338 6.740 0.08
C -3.037 -4.728 -7.746 -0.69
O -3.726 -5.532 -8.347 0.02
N -1.878 -4.217 -8.264 0.15
N -3.360 -4.266 -6.500 0.16
H -1.296 -3.555 -7.783 0.08
H -1.608 -4.531 -9.176 0.10
H -4.202 -4.616 -6.084 0.10
H -2.802 -3.606 -5.996 0.06
C 5.399 1.971 4.136 -0.65
O 5.036 2.492 3.087 0.00
N 6.500 2.398 4.812 0.16
N 4.732 0.927 4.702 0.17
H 6.818 1.988 5.669 0.09
H 7.012 3.165 4.418 0.10
H 3.917 0.590 4.225 0.09
H 5.012 0.484 5.558 0.04
C -2.213 6.000 -3.715 -0.68
O -1.143 5.844 -4.276 0.02
N -2.495 5.448 -2.500 0.17
N -3.230 6.741 -4.255 0.15
H -3.375 5.566 -2.028 0.08
H -1.776 4.896 -2.069 0.10
H -3.069 7.166 -5.148 0.10
H -4.115 6.875 -3.799 0.07
C -2.676 -4.110 7.070 -0.67
O -2.726 -2.897 6.948 0.02
N -2.379 -4.716 8.258 0.15
N -2.915 -4.955 6.028 0.16
H -2.333 -5.710 8.380 0.09
H -2.198 -4.121 9.043 0.10
H -3.133 -4.538 5.142 0.11
H -2.879 -5.953 6.102 0.09
C -7.079 5.989 -2.698 -0.68
O -6.118 6.062 -1.947 0.01
N -6.939 5.737 -4.030 0.16
N -8.362 6.154 -2.264 0.15
H -7.703 5.669 -4.675 0.10
H -6.003 5.607 -4.370 0.09
H -8.495 6.341 -1.288 0.10
H -9.163 6.097 -2.862 0.09
C -2.613 1.617 5.521 -0.67
O -2.857 0.559 4.957 0.00
N -1.403 1.850 6.093 0.17
N -3.521 2.634 5.606 0.15
H -1.159 2.697 6.570 0.10
H -0.724 1.116 6.010 0.06
H -4.419 2.484 5.185 0.10
H -3.334 3.509 6.057 0.09
C 5.535 -1.085 8.069 -0.66
O 5.784 -0.733 6.926 0.01
N 6.474 -1.072 9.060 0.16
N 4.294 -1.516 8.443 0.17
H 6.292 -1.357 10.003 0.10
H 7.395 -0.760 8.814 0.11
H 3.590 -1.538 7.728 0.07
H 4.058 -1.807 9.371 0.10
C -0.084 0.922 9.868 -0.67
O 0.239 1.248 8.732 0.00
N 0.805 0.913 10.902 0.16
N -1.354 0.547 10.180 0.17
H 0.565 0.653 11.839 0.10
H 1.748 1.189 10.698 0.10
H -2.029 0.544 9.436 0.11
H -1.644 0.277 11.100 0.10
C 2.727 -9.999 -4.530 -0.68
O 2.233 -9.550 -3.506 0.01
N 2.914 -9.244 -5.651 0.16
N 3.133 -11.298 -4.630 0.15
H 3.317 -9.596 -6.498 0.10
H 2.631 -8.283 -5.611 0.09
H 3.010 -11.880 -3.823 0.10
H 3.540 -11.691 -5.457 0.09
C 1.534 6.906 3.144 -0.69
O 0.956 7.263 4.160 0.00
N 1.617 7.697 2.033 0.15
N 2.141 5.691 3.034 0.16
H 2.081 7.421 1.189 0.09
H 1.179 8.597 2.078 0.10
H 2.096 5.083 3.829 0.10
H 2.622 5.375 2.210 0.07
```


Record 3
# C22H78O28

A 17-piece molecular cluster, C22H78O28 overall in a non-equilibrium geometry (ωB97M-V/def2-TZVPD, the Open Molecules 2025 dataset).

Output
- energy above the lowest of the compared OMol25 structures with the same formula, charge and spin (kJ/mol) = 430.0
- net charge = 0
- orbital gap (Eh) = 0.35424

```
128
Properties=species:S:1:pos:R:3:lowdin_charge:R:1
O 3.767 -5.023 0.562 -0.08
H 3.765 -5.173 1.516 0.02
H 3.335 -4.145 0.693 0.01
O 4.307 -0.439 -0.912 -0.03
H 3.552 -0.128 -1.343 -0.05
H 4.939 -0.641 -1.635 0.08
O 2.336 0.357 -2.479 0.00
H 2.524 1.265 -2.548 -0.01
H 2.192 0.192 -3.378 0.01
O 1.826 2.527 0.024 -0.03
H 1.087 2.005 -0.279 0.00
H 1.885 2.134 0.901 0.02
O -1.902 -3.308 0.596 -0.05
H -2.428 -2.784 1.178 -0.04
H -1.017 -2.921 0.590 -0.01
O 3.498 -2.120 1.271 -0.02
H 3.930 -1.890 2.080 0.04
H 3.906 -1.620 0.578 0.01
C 1.160 -4.833 3.160 -0.30
C 0.034 -4.650 4.226 -0.20
O 0.468 -4.992 5.544 -0.09
O 0.621 -4.523 1.993 -0.03
H 1.612 -5.823 3.187 0.13
H 2.042 -4.274 3.300 0.09
H -0.796 -5.312 3.990 0.12
H -0.364 -3.726 4.272 0.07
H -0.024 -4.453 6.230 0.11
H 0.688 -5.333 1.456 0.13
C -3.067 -2.525 -5.133 -0.30
C -3.500 -1.315 -4.351 -0.18
O -2.494 -1.164 -3.328 -0.10
O -3.978 -2.953 -6.032 -0.02
H -2.777 -3.372 -4.500 0.13
H -2.212 -2.263 -5.750 0.12
H -4.337 -1.573 -3.794 0.10
H -3.688 -0.442 -4.931 0.12
H -2.283 -2.015 -2.938 0.08
H -4.125 -2.276 -6.667 0.08
C -1.470 3.931 2.935 -0.23
C -0.262 3.695 2.018 -0.28
O 0.851 4.168 2.649 -0.02
O -1.565 5.307 3.267 -0.07
H -1.674 3.185 3.711 0.12
H -2.251 3.779 2.237 0.08
H -0.317 4.074 0.997 0.13
H -0.300 2.648 1.804 0.09
H 0.863 5.087 2.481 0.08
H -2.186 5.623 3.950 0.10
C -0.430 1.325 -4.509 -0.20
C -0.270 0.107 -5.513 -0.16
O 1.187 0.024 -5.620 -0.09
O -1.830 1.334 -4.387 -0.10
H -0.093 2.318 -4.864 0.12
H -0.056 1.120 -3.513 0.09
H -0.784 0.283 -6.387 0.10
H -0.650 -0.827 -5.203 0.07
H 1.437 0.765 -6.190 0.09
H -2.066 0.425 -4.139 0.02
C 1.178 -2.984 -1.930 -0.24
C 0.836 -2.274 -3.282 -0.18
O -0.307 -2.994 -3.767 -0.10
O 1.742 -4.245 -2.048 -0.01
H 0.246 -3.020 -1.342 0.12
H 1.800 -2.332 -1.411 0.08
H 1.664 -2.335 -3.953 0.11
H 0.579 -1.244 -3.114 0.08
H -0.255 -3.974 -3.658 0.12
H 2.626 -4.221 -2.320 0.07
C 0.507 -0.415 0.624 -0.20
C -0.586 -0.144 -0.285 -0.15
O -0.378 1.246 -0.683 -0.04
O 0.611 -1.803 0.972 -0.08
H 0.258 0.078 1.558 0.11
H 1.454 -0.074 0.195 0.12
H -1.546 -0.168 0.162 0.10
H -0.654 -0.744 -1.108 0.08
H -1.189 1.640 -0.880 0.05
H 1.542 -1.985 1.127 0.04
C 1.871 -1.612 4.997 -0.26
C 1.922 -0.469 5.955 -0.21
O 3.284 -0.121 6.139 -0.06
O 0.903 -1.366 4.025 -0.10
H 1.577 -2.565 5.525 0.12
H 2.754 -1.891 4.419 0.11
H 1.480 -0.731 6.930 0.13
H 1.512 0.422 5.570 0.10
H 3.344 0.669 6.638 0.07
H 0.815 -2.113 3.327 0.11
C -5.076 3.762 -1.177 -0.24
C -4.210 3.830 -2.385 -0.27
O -3.062 3.080 -2.102 -0.09
O -5.937 4.911 -1.057 -0.06
H -4.351 3.706 -0.243 0.15
H -5.598 2.856 -1.269 0.10
H -3.864 4.848 -2.672 0.14
H -4.703 3.389 -3.285 0.13
H -3.349 2.152 -1.978 0.09
H -5.362 5.644 -0.917 0.06
C 1.899 3.617 -3.537 -0.13
C 0.617 3.970 -2.686 -0.27
O 1.032 4.453 -1.504 -0.06
O 2.846 2.997 -2.586 -0.08
H 2.238 4.520 -3.958 0.10
H 1.785 2.999 -4.374 0.07
H 0.038 3.073 -2.492 0.09
H -0.053 4.634 -3.260 0.13
H 1.289 3.703 -0.933 0.02
H 2.870 3.524 -1.811 0.05
C 4.275 1.350 3.422 -0.16
C 3.094 0.722 2.583 -0.25
O 1.990 1.509 2.539 -0.09
O 5.322 0.344 3.501 -0.06
H 4.050 1.694 4.489 0.12
H 4.622 2.277 3.015 0.10
H 2.794 -0.244 3.010 0.09
H 3.367 0.423 1.571 0.11
H 1.497 1.518 3.382 0.12
H 5.269 -0.118 4.303 0.04
C -3.880 -0.725 1.831 -0.22
C -3.228 0.472 2.443 -0.24
O -3.526 1.515 1.587 -0.05
O -3.545 -1.995 2.432 -0.06
H -3.873 -0.825 0.739 0.13
H -4.952 -0.780 2.005 0.13
H -2.137 0.466 2.409 0.13
H -3.697 0.548 3.337 0.09
H -4.402 1.378 1.272 0.07
H -4.295 -2.274 2.901 0.07
```


Record 4
# C23H10BrCl5CoNO4

C23H10BrCl5CoNO4 as an isolated structure (ωB97M-V/def2-TZVPD, the Open Molecules 2025 dataset).

Output
- energy above the lowest of the compared OMol25 structures with the same formula, charge and spin (kJ/mol) = 64.6
- net charge = -1
- expectation value of S² = 0.93
- orbital gap (spin up / spin down) (Eh) = 0.27387 / 0.26696
- spin multiplicity = 2

```
45
Properties=species:S:1:pos:R:3:lowdin_charge:R:1
Co -0.102 -0.631 0.349 0.27
Br 0.093 -3.100 -0.391 0.92
C 1.841 -2.752 -1.073 -0.55
C 2.393 -3.668 -1.914 -0.14
C 3.729 -3.476 -2.338 -0.10
C 4.447 -2.421 -1.860 -0.05
C 3.868 -1.480 -0.969 -0.18
C 4.637 -0.425 -0.418 -0.06
C 4.059 0.438 0.465 -0.09
C 2.683 0.336 0.774 -0.14
C 1.855 -0.618 0.233 -0.15
C 2.507 -1.592 -0.594 -0.21
H 1.825 -4.528 -2.237 0.09
H 4.179 -4.185 -3.020 0.10
H 5.482 -2.291 -2.151 0.11
H 5.680 -0.336 -0.697 0.10
H 4.649 1.229 0.912 0.10
H 2.265 1.078 1.441 0.07
Cl -2.112 -0.952 2.121 0.69
C -1.610 0.744 2.104 -0.64
C -0.566 1.044 1.242 -0.23
C -0.308 2.399 1.100 -0.66
Cl 0.799 2.939 -0.139 0.67
C -0.966 3.374 1.851 -0.70
Cl -0.585 5.049 1.659 0.65
C -1.956 3.001 2.757 -0.71
Cl -2.770 4.191 3.710 0.65
C -2.308 1.659 2.872 -0.71
Cl -3.572 1.166 3.937 0.66
O -3.306 -0.019 -0.997 0.02
C -2.273 0.149 -1.639 -0.61
O -1.092 -0.207 -1.338 -0.13
C -2.366 0.945 -2.945 -0.10
C -3.616 1.255 -3.469 0.00
C -3.730 1.984 -4.642 0.00
C -2.563 2.395 -5.259 -0.15
C -1.304 2.118 -4.764 0.00
C -1.214 1.379 -3.593 0.00
N -2.670 3.174 -6.524 -0.36
O -1.639 3.538 -7.057 0.06
O -3.784 3.420 -6.946 0.05
H -4.489 0.916 -2.929 0.12
H -4.689 2.232 -5.069 0.11
H -0.426 2.473 -5.282 0.11
H -0.255 1.129 -3.161 0.12
```


no.,E_tot (Ha)
1,-4620.5332
2,-4450.9967
3,-2991.3516
4,-7495.9317